1.
Molecular formula: C24H34AsNO8P2PdSi
Method: DFT, the ωB97M-V functional and the def2-TZVPD basis

XYZ file:
```
72
Properties=species:S:1:pos:R:3:lowdin_charge:R:1
Pd -0.191 0.177 -0.262 0.6790
O -4.258 1.949 -3.618 -0.1727
P -2.753 2.231 -3.099 0.2049
O -1.918 2.752 -4.208 -0.3273
O -2.800 2.945 -1.784 -0.4347
O -2.265 0.674 -2.814 -0.2942
P -2.952 -0.376 -1.814 0.1907
O -2.420 -1.777 -2.434 -0.1583
O -4.431 -0.309 -1.954 -0.3130
O -2.332 -0.266 -0.432 -0.4387
H -4.625 1.231 -3.060 0.0186
H -1.590 -2.007 -1.994 0.0038
C -2.164 4.649 -0.698 -0.2628
As -1.303 3.289 0.363 1.0057
C -2.510 2.222 1.407 -0.2047
C -0.459 4.355 1.764 -0.2388
O -0.054 2.488 -0.373 -0.5344
H -3.239 4.495 -0.668 0.0425
H -1.840 4.499 -1.726 0.0411
H -1.874 5.631 -0.323 0.0156
H -3.294 2.867 1.806 0.0342
H -1.926 1.784 2.218 0.0286
H -2.931 1.441 0.782 0.0061
H -1.204 4.891 2.356 0.0205
H 0.223 5.066 1.298 0.0233
H 0.114 3.685 2.405 0.0167
C 1.335 1.677 -3.149 -0.0935
N 1.078 0.268 -2.911 -0.2734
C 0.645 -0.381 -4.130 -0.1135
C 2.222 -0.425 -2.354 -0.2071
C 2.682 0.109 -1.019 -0.2487
C 4.040 0.362 -0.840 -0.0734
C 4.536 0.839 0.365 -0.1284
C 3.646 1.086 1.399 -0.1252
C 2.291 0.841 1.218 -0.1423
C 1.767 0.341 0.022 -0.2689
H 0.426 2.141 -3.532 0.0675
H 2.153 1.815 -3.886 0.0810
H 1.604 2.170 -2.217 0.0668
H -0.211 0.149 -4.542 0.0791
H 0.344 -1.409 -3.923 0.0775
H 1.457 -0.397 -4.886 0.0761
H 3.075 -0.395 -3.064 0.1089
H 1.937 -1.478 -2.239 0.1104
H 4.720 0.182 -1.667 0.0929
H 5.598 1.020 0.491 0.0790
H 4.005 1.465 2.351 0.0836
H 1.613 1.041 2.042 0.0814
C -3.423 -3.008 3.731 -0.1250
C -3.411 -3.581 2.467 -0.1059
C -2.416 -3.245 1.557 -0.1098
C -1.407 -2.335 1.878 -0.3033
C -1.456 -1.753 3.146 -0.1188
C -2.442 -2.085 4.067 -0.1140
Si -0.073 -1.902 0.594 0.6278
C 1.552 -2.596 1.327 -0.3002
C 2.005 -2.320 2.620 -0.1098
C 3.212 -2.811 3.096 -0.1097
C 4.019 -3.592 2.279 -0.1254
C 3.599 -3.874 0.987 -0.1115
C 2.384 -3.384 0.528 -0.1239
H -4.201 -3.264 4.441 0.0845
H -4.188 -4.281 2.180 0.0904
H -2.436 -3.682 0.565 0.0904
H -0.724 -0.999 3.420 0.0858
H -2.452 -1.611 5.042 0.0877
H -0.314 -2.954 -0.465 -0.0181
H 1.408 -1.698 3.277 0.0835
H 3.532 -2.572 4.105 0.0888
H 4.969 -3.968 2.643 0.0840
H 4.222 -4.474 0.332 0.0882
H 2.073 -3.615 -0.486 0.0826
```

Output
Charge ... -2
LUMO energy ... 4.6 eV
ΔE to the lowest compared entry with this formula, charge and spin ... 174.3 kJ/mol

=====

2.
Molecular formula: C6H11O5PdTe
Method: DFT, the ωB97M-V functional and the def2-TZVPD basis

XYZ file:
```
24
Properties=species:S:1:pos:R:3:lowdin_charge:R:1
Pd 0.522 0.985 -0.019 0.7478
O -1.344 -2.687 1.038 0.1982
C -0.764 -1.514 0.990 -0.4517
O -0.658 -0.873 -0.044 0.0212
C -0.307 -1.043 2.353 -0.0825
O 0.510 0.101 2.286 -0.1711
C 1.919 -0.191 2.367 -0.0790
C 2.468 -0.782 1.070 -0.5811
O 3.218 -1.716 1.065 0.1441
O 2.042 -0.187 -0.033 -0.1372
H -1.648 -2.955 0.155 0.1647
H -1.207 -0.791 2.919 0.1624
H 0.188 -1.874 2.861 0.1594
H 2.408 0.764 2.559 0.1433
H 2.123 -0.869 3.194 0.1420
C -0.079 4.361 0.009 -0.4055
Te -1.414 2.726 -0.269 1.3272
C -1.365 2.753 -2.396 -0.3946
H 0.826 4.207 -0.575 0.0149
H 0.156 4.427 1.068 0.0117
H -0.578 5.272 -0.311 0.0196
H -2.112 3.449 -2.765 0.0165
H -1.588 1.748 -2.746 0.0117
H -0.372 3.053 -2.722 0.0179
```

Output
Charge ... +1
LUMO energy (spin up / spin down) ... -6.1 / -6.1 eV

=====

3.
Molecular formula: C4H5N
Method: DFT, the ωB97M-V functional and the def2-TZVPD basis

XYZ file:
```
10
Properties=species:S:1:pos:R:3:lowdin_charge:R:1
N 2.087 0.953 0.128 0.1774
C 1.150 0.183 0.248 -0.1690
C 0.100 -0.584 0.553 -0.2004
C -1.049 -0.804 -0.407 -0.2432
C -0.971 0.655 -0.125 -0.0320
H -0.003 -0.808 1.609 0.1363
H -1.855 -1.320 0.115 0.0967
H -0.806 -1.260 -1.368 0.1020
H 1.731 1.908 0.221 0.1028
H -0.385 1.077 -0.972 0.0294
```

Output
LUMO energy ... 0.6 eV
ΔE to the lowest compared entry with this formula, charge and spin ... 471.0 kJ/mol

=====

4.
Molecular formula: C3H8N2OS
Method: DFT, the ωB97M-V functional and the def2-TZVPD basis

XYZ file:
```
15
Properties=species:S:1:pos:R:3:lowdin_charge:R:1
C 0.807 -1.500 -1.641 -0.3561
C -0.428 -0.740 0.184 -0.4288
C -0.603 1.433 0.986 -0.1158
N 1.801 -0.529 -1.427 -0.4036
N 0.231 0.427 0.388 -0.1779
O 0.226 -1.846 -0.359 -0.1962
S 2.309 -0.489 0.075 0.9344
H -0.062 -0.874 -2.299 0.1703
H 1.209 -2.433 -2.170 0.1363
H -0.953 -1.043 1.102 0.1432
H -1.185 -0.518 -0.527 0.1187
H -1.294 1.164 1.678 0.0359
H -1.166 1.930 0.163 0.1141
H 0.041 2.050 1.529 0.0641
H 2.910 0.753 -0.120 -0.0387
```

Output
LUMO energy (spin up / spin down) ... -0.1 / -0.2 eV
ΔE to the lowest compared entry with this formula, charge and spin ... 639.7 kJ/mol

=====

5.
Molecular formula: C5H7NO
Method: DFT, the ωB97M-V functional and the def2-TZVPD basis

XYZ file:
```
14
Properties=species:S:1:pos:R:3:lowdin_charge:R:1
C -0.944 -0.431 0.455 -0.1332
C -0.198 -1.138 -0.699 -0.2116
C 1.141 -0.559 -0.955 -0.0423
C 1.829 0.621 -0.655 -0.1785
N 1.643 1.785 -0.092 0.1429
C 2.433 -0.366 -1.488 -0.3754
O 3.398 -0.718 -2.096 0.0524
H -0.401 -0.354 1.428 0.0852
H -1.926 -0.878 0.700 0.0772
H -0.985 0.608 0.149 0.0527
H -0.872 -1.288 -1.663 0.1486
H 0.013 -2.230 -0.204 0.1512
H 0.936 1.869 0.565 0.0640
H 2.571 2.303 0.132 0.1668
```

Output
LUMO energy ... 0.6 eV
SMILES string ... CCc1c(N)c1=O
ΔE to the lowest compared entry with this formula, charge and spin ... 273.7 kJ/mol

=====

6.
Molecular formula: C6H13NO
Method: DFT, the ωB97M-V functional and the def2-TZVPD basis

XYZ file:
```
21
Properties=species:S:1:pos:R:3:lowdin_charge:R:1
C 2.460 -1.455 -0.913 -0.0308
N 0.140 -2.240 0.739 0.2280
C 0.244 -0.980 0.255 -0.2567
C 1.368 -0.560 -0.442 0.0178
C -2.579 1.406 -0.554 -0.0544
C -1.290 0.662 -0.661 -0.0820
C -0.901 -0.096 0.395 -0.0530
H 2.210 -2.510 -0.801 0.0806
H 3.386 -1.352 -0.338 0.1094
H 2.857 -1.137 -1.873 0.1013
H -0.527 -2.363 1.476 0.1323
H 0.863 -2.920 0.599 0.1171
H 1.322 0.473 -0.763 0.1186
H -3.017 1.510 -1.549 0.0873
H -2.530 2.409 -0.133 0.1002
H -3.274 0.683 -0.141 0.0860
H -0.626 0.740 -1.506 0.1173
H -1.647 -0.299 1.147 0.1262
H 1.272 2.379 0.979 0.0329
H 0.086 2.870 1.831 0.0756
O 0.348 2.622 0.915 -0.0537
```

Output
Charge ... +1
<S²> ... 0.7577
LUMO energy (spin up / spin down) ... -3.6 / -6.5 eV
Multiplicity ... 2
ΔE to the lowest compared entry with this formula, charge and spin ... 41.4 kJ/mol

=====

7.
Molecular formula: C35H39N4STeTi
Method: DFT, the ωB97M-V functional and the def2-TZVPD basis

XYZ file:
```
81
Properties=species:S:1:pos:R:3:lowdin_charge:R:1
Ti -0.077 -0.139 0.012 0.5509
C -1.504 -2.957 2.476 -0.0604
N -2.248 -2.541 1.293 -0.1904
C -3.653 -2.371 1.592 -0.0871
C -1.942 -3.250 0.110 -0.1971
C -2.879 -4.075 -0.514 -0.0240
C -2.582 -4.758 -1.687 -0.0917
C -1.323 -4.639 -2.255 -0.0908
C -0.394 -3.801 -1.658 -0.0345
C -0.689 -3.086 -0.505 -0.2621
N 0.236 -2.113 -0.054 -0.0722
C 1.406 -2.515 0.588 -0.2514
C 1.628 -3.806 1.080 -0.0295
C 2.767 -4.104 1.810 -0.0834
C 3.717 -3.129 2.069 -0.0904
C 3.528 -1.852 1.556 -0.0250
C 2.402 -1.549 0.814 -0.2103
N 2.197 -0.248 0.181 -0.2858
C 2.800 -0.283 -1.170 -0.0630
C 2.769 0.871 0.946 -0.0695
H -1.812 -3.958 2.813 0.0967
H -1.687 -2.242 3.279 0.0792
H -0.437 -2.966 2.281 0.0617
H -4.145 -3.298 1.924 0.0915
H -4.182 -1.991 0.716 0.0861
H -3.748 -1.638 2.395 0.0896
H -3.857 -4.198 -0.070 0.1008
H -3.332 -5.390 -2.142 0.1008
H -1.074 -5.169 -3.164 0.1010
H 0.580 -3.651 -2.110 0.1221
H 0.883 -4.571 0.899 0.1153
H 2.904 -5.108 2.191 0.1035
H 4.598 -3.355 2.653 0.0985
H 4.276 -1.092 1.734 0.1077
H 2.628 0.672 -1.669 0.0303
H 3.875 -0.476 -1.091 0.1054
H 2.334 -1.079 -1.754 0.0954
H 3.862 0.833 0.952 0.0928
H 2.398 0.841 1.970 0.0851
H 2.468 1.807 0.477 0.0675
C -2.194 -0.921 -2.451 -0.0436
C -2.907 -0.232 -1.325 -0.3319
C -4.269 0.107 -1.495 -0.0040
C -4.939 0.725 -0.488 0.0091
C -4.279 1.009 0.730 -0.1614
C -4.937 1.620 1.819 -0.0385
C -4.252 1.851 2.977 -0.0719
C -2.895 1.494 3.086 -0.1036
C -2.214 0.907 2.044 -0.5704
S -0.507 0.510 2.227 0.6576
C -2.920 0.644 0.837 -0.2393
N -2.259 0.043 -0.213 0.0050
H -1.115 -0.973 -2.293 0.0343
H -2.373 -0.393 -3.388 0.0936
H -2.565 -1.944 -2.555 0.0865
H -4.751 -0.126 -2.435 0.1212
H -5.979 1.005 -0.600 0.1229
H -5.978 1.894 1.718 0.1115
H -4.746 2.316 3.819 0.1059
H -2.361 1.692 4.005 0.1025
C 5.017 5.691 -0.569 -0.0542
C 3.801 4.865 -0.889 -0.2731
C 2.727 4.798 -0.016 -0.0233
C 1.605 4.016 -0.281 -0.3429
C 0.487 3.975 0.729 -0.1029
C 1.561 3.268 -1.464 -0.5368
Te -0.112 2.016 -1.866 0.9445
C 2.624 3.345 -2.378 -0.3299
C 2.614 2.614 -3.695 -0.1029
C 3.724 4.139 -2.071 -0.0219
H 4.823 6.377 0.254 0.0722
H 5.334 6.276 -1.433 0.0771
H 5.856 5.053 -0.281 0.0800
H 2.757 5.369 0.906 0.1126
H 0.670 4.689 1.533 0.0766
H 0.373 2.980 1.173 0.0161
H -0.467 4.212 0.259 0.0590
H 1.718 2.857 -4.267 0.0607
H 2.612 1.529 -3.564 0.0529
H 3.488 2.885 -4.285 0.0731
H 4.541 4.194 -2.780 0.1139
```

Output
<S²> ... 0.7550
LUMO energy (spin up / spin down) ... -0.3 / -0.2 eV
Multiplicity ... 2
ΔE to the lowest compared entry with this formula, charge and spin ... 0.0 kJ/mol